C39H84N5O8S2 | ωB97M-V with the def2-TZVPD basis set

Each line ends with the Mulliken charge.
Atoms and positions in Å:
C 8.03171 -0.69348 1.80739  -0.74
O 8.55895 -0.41806 0.51890  -0.43
C 7.54360 -0.28459 -0.46683  -0.26
C 8.23108 -0.29808 -1.81656  -0.67
C 7.34904 0.13747 -3.00930  -0.93
C 5.87763 -0.28551 -2.95566  -0.94
C 4.90714 0.62063 -2.18677  0.94
C 4.97509 2.11111 -2.53757  -1.18
C 4.38951 2.43424 -3.92743  -0.66
C 2.97879 3.03643 -3.89616  -1.63
C 1.95773 2.28422 -3.03805  2.09
C 0.96145 3.24991 -2.36793  -1.74
O 1.60685 4.30062 -1.68116  -0.47
C -0.00620 2.47878 -1.44434  1.83
C 0.22052 2.67357 0.07332  -1.23
C -0.95650 3.37716 0.79518  -0.76
C -0.50635 4.59337 1.61273  -1.10
C -0.35442 5.77360 0.68962  0.67
O -1.17995 6.07843 -0.14817  -0.64
O 0.80843 6.45176 0.85082  -0.50
C -0.00116 0.97628 -1.70124  -2.89
N 0.06168 0.58644 -3.13596  1.81
C -1.26035 0.63187 -3.84539  -0.61
C -2.23580 -0.40026 -3.31624  -1.11
C -1.71983 -1.85866 -3.44636  -0.92
S -1.42972 -2.44964 -1.76542  -0.09
C -0.61753 -4.02988 -2.02195  0.21
S -1.17091 -5.02159 -3.18286  -0.19
N 0.38706 -4.28167 -1.10358  0.15
C 1.41927 -3.24555 -0.98457  -1.51
C 2.24474 -3.12194 -2.26894  1.03
O 2.17235 -4.23825 -3.10747  -0.41
C 2.14315 -5.48541 -2.43262  -0.60
C 1.08986 -5.54812 -1.30234  -0.90
C 1.11597 1.35826 -3.92170  -0.48
C 1.89175 0.35466 -4.76034  -1.72
H 8.65755 -0.19238 2.54143  0.29
H 7.00964 -0.32518 1.91203  0.31
H 8.04998 -1.77071 1.98152  0.26
H 7.02325 0.66003 -0.28824  0.36
H 6.87044 -1.14418 -0.38009  0.32
H 8.60366 -1.29604 -2.03687  0.26
H 9.07105 0.39047 -1.73960  0.26
H 7.45409 1.20139 -3.21340  0.37
H 7.76862 -0.36069 -3.88446  0.35
H 5.78509 -1.30894 -2.58816  0.42
H 5.52020 -0.31556 -3.98967  0.46
H 5.02224 0.51641 -1.10709  0.48
H 3.89801 0.25246 -2.40242  -0.96
H 5.97740 2.50984 -2.41679  0.62
H 4.35937 2.63505 -1.80015  0.56
H 4.45837 1.55448 -4.56561  0.30
H 5.03532 3.17566 -4.40054  0.44
H 3.05492 4.07481 -3.58728  0.46
H 2.60631 3.05295 -4.92597  0.34
H 2.45341 1.74705 -2.22859  -0.32
H 0.38599 3.68316 -3.19435  0.43
H 1.38789 5.12233 -2.11769  0.46
H -1.00910 2.85001 -1.66158  0.72
H 0.28851 1.67620 0.51425  0.51
H 1.16338 3.16242 0.29799  0.71
H -1.39098 2.68330 1.51312  0.39
H -1.73734 3.64063 0.08973  0.43
H 0.43312 4.36472 2.11094  0.43
H -1.23165 4.81212 2.39226  0.41
H 1.04353 6.82428 -0.00493  0.40
H -0.86677 0.53675 -1.21787  0.43
H 0.87110 0.53050 -1.22450  0.52
H 0.34849 -0.39449 -3.15399  -0.73
H -1.07938 0.45885 -4.90357  0.51
H -1.67116 1.62822 -3.69264  0.38
H -2.48813 -0.20351 -2.27429  0.55
H -3.18106 -0.32619 -3.84970  0.43
H -2.40489 -2.49117 -3.99987  0.73
H -0.78475 -1.86274 -4.01481  0.44
H 2.07200 -3.55738 -0.16723  0.50
H 1.01303 -2.28956 -0.67334  0.53
H 3.27549 -2.84779 -2.00953  0.24
H 1.85188 -2.28794 -2.85857  -0.69
H 1.91974 -6.23252 -3.18653  0.26
H 3.13182 -5.69755 -2.01724  0.35
H 1.61561 -5.75541 -0.36808  0.22
H 0.40173 -6.37429 -1.44057  0.77
H 0.56630 2.00661 -4.60523  0.34
H 1.19694 -0.13446 -5.45077  0.46
H 2.31995 -0.43875 -4.15152  0.36
H 2.64214 0.82983 -5.37748  0.46
C -5.30828 5.10498 3.24933  -1.52
C -4.47519 5.97147 2.30968  0.27
C -5.30919 6.89161 1.40791  -0.74
O -5.94048 6.23974 0.32332  -0.38
C -7.16196 5.59355 0.63085  -0.66
N -3.57823 5.11250 1.53094  -0.30
H -5.76074 4.26050 2.72948  0.28
H -4.67841 4.69519 4.03915  0.37
H -6.10430 5.68294 3.72181  0.38
H -3.85411 6.62295 2.93273  0.37
H -4.63353 7.62029 0.95339  0.32
H -6.04572 7.45738 1.99292  0.48
H -7.72519 6.14108 1.39150  0.30
H -7.00014 4.56588 0.96612  0.23
H -7.75383 5.55990 -0.28326  0.26
H -2.90894 5.67347 1.00768  0.06
H -4.14875 4.64021 0.83518  0.26
C -0.44023 -4.81085 2.19023  -0.66
C 0.44927 -5.68792 3.06473  0.56
C -0.25592 -6.24268 4.30966  -0.92
O -0.43659 -5.30379 5.34828  -0.46
C -1.54794 -4.43946 5.19262  -0.67
N 1.66439 -4.93664 3.39937  -0.73
H -0.57743 -3.81413 2.61130  0.21
H 0.01147 -4.68420 1.20829  -0.38
H -1.42592 -5.25959 2.04886  0.41
H 0.74922 -6.55195 2.46316  0.42
H 0.37309 -7.02866 4.73533  0.39
H -1.21404 -6.70781 4.04299  0.41
H -2.38687 -4.93848 4.70077  0.32
H -1.27503 -3.54299 4.62944  0.21
H -1.86428 -4.12429 6.18651  0.35
H 2.31465 -5.54898 3.88336  0.29
H 1.41133 -4.24162 4.09693  0.30
C -7.22571 -1.35508 4.16090  -1.40
C -6.73962 -2.52149 5.01589  0.34
C -5.21107 -2.63636 5.09621  -0.73
O -4.59156 -3.16940 3.93853  -0.32
C -4.38237 -2.24840 2.88761  -0.59
N -7.36787 -3.75441 4.53572  -0.73
H -7.14483 -1.57026 3.09538  0.28
H -8.27610 -1.15381 4.36710  0.35
H -6.66063 -0.44472 4.37271  0.34
H -7.09133 -2.34651 6.03662  0.42
H -4.96652 -3.33559 5.89993  0.33
H -4.75474 -1.67266 5.35981  0.43
H -4.15366 -1.24834 3.26916  0.34
H -5.24608 -2.19664 2.22030  0.23
H -3.53121 -2.60524 2.30486  0.13
H -7.14687 -4.51702 5.16938  0.28
H -6.91892 -4.01490 3.66197  0.31

gap between HOMO and LUMO	8.39	eV
calculated total energy	-87298.0408	eV
charge	+1
HOMO	-10.6474	eV